(1)
# C5H6O

2 unconnected molecules or ions with the total composition C5H6O at a distorted geometry (ωB97M-V/def2-TZVPD, OMol25).

Computed properties:
HOMO-LUMO gap, eV: 10.4
HOMO, eV: -9.478
DFT total energy, Ha: -269.25485
F_max, eV/Å: 1.868

Geometry as XYZ:
```
12
Properties=species:S:1:pos:R:3:forces:R:3
C -1.9139 -1.0712 0.1079 -0.1 0.0 0.1
C -0.6180 -0.3324 0.0636 0.2 0.1 -0.1
C 0.0924 0.5305 0.7326 0.2 -0.1 -0.4
C 1.1780 1.2668 0.8737 -0.3 0.1 0.5
C 1.7896 0.1731 -1.3669 1.5 0.2 -1.1
O 2.7688 0.5362 -1.8101 -0.6 -0.2 0.4
H -2.5487 -0.8441 0.9648 0.1 0.0 0.0
H -1.7069 -2.1487 0.0957 -0.1 0.2 0.1
H -2.4713 -0.8545 -0.8121 0.0 0.0 0.2
H 2.0596 0.8919 1.3891 -0.2 0.1 0.1
H 1.2390 2.2803 0.4830 -0.1 -0.1 0.2
H 0.0172 -0.5349 -0.8151 -0.6 -0.3 0.1
```
Positions in Å, forces in eV/Å.

Results of the natural (NBO) charge analysis, in e, for atoms 1 through 4: number 1, C, carries -0.631; number 2, C, carries -0.294; number 3, C, carries 0.092; number 4, C, carries -0.496



(2)
# C6H12NO3

2 unconnected molecules or ions with the total composition C6H12NO3 at a distorted geometry (ωB97M-V/def2-TZVPD, OMol25).

Computed properties:
HOMO-LUMO gap, eV: 6.9
Charge: -1
HOMO, eV: -3.778
DFT total energy, Ha: -516.35304
F_max, eV/Å: 3.004

Geometry as XYZ:
```
22
Properties=species:S:1:pos:R:3:forces:R:3
C 0.2105 -1.2339 -1.5277 -0.9 -0.3 -1.2
C 0.4730 -0.2650 -2.6993 -0.4 0.4 1.6
C -0.7244 -2.3715 -2.0367 1.7 -2.4 -0.7
O -1.7093 -2.1841 -2.7661 -0.7 1.1 0.4
O -0.1717 -3.5155 -1.8522 -0.8 0.8 0.4
H 1.0937 -1.8298 -1.3461 0.3 0.4 0.6
H -0.1956 -0.7477 -0.6383 0.2 0.1 0.1
H 1.3594 0.3175 -2.4008 0.0 -0.1 -0.8
H -0.3571 0.4386 -2.7890 0.0 0.0 -0.2
H 0.5134 -0.8498 -3.6113 0.5 0.2 -0.2
C -0.1915 1.6801 1.5270 0.6 -1.5 0.0
C 1.3447 1.7627 1.3457 -0.3 -0.5 -0.5
C -0.5531 0.5912 2.5709 0.3 2.7 0.3
O -0.2122 0.8050 3.7265 -0.1 -1.2 0.1
N -1.3313 -0.4070 2.1199 -0.3 -0.5 0.3
H -0.5535 2.6361 1.8955 -0.5 -0.1 -0.2
H -0.6712 1.2614 0.6530 -0.1 1.0 -0.8
H 1.7447 1.3575 2.2787 0.6 0.3 -0.3
H 1.7436 2.7399 1.0914 -0.3 0.5 0.7
H -1.7067 -1.0740 2.7769 0.1 0.1 0.0
H -1.7963 -0.3366 1.2286 0.3 -0.1 0.0
H 1.6910 1.2248 0.4534 -0.2 -0.7 0.5
```
Positions in Å, forces in eV/Å.

Results of the natural (NBO) charge analysis, in e, for atoms 1 through 4: number 1, C, carries -0.518; number 2, C, carries -0.609; number 3, C, carries 0.742; number 4, O, carries -0.776



F_max of number 2 (C6H12NO3)?
3.004 eV/Å



What is the HOMO in the first record?
-9.478 eV



Which formula does entry 1 have?
C5H6O



Number 1 is which compound?
C5H6O